[1]
Molecular formula: C9H14N2P
Method: DFT, ωB97M-V/def2-TZVPD

Calculated values
Largest force on an atom = 4.48 eV/Å
Gap between HOMO and LUMO (spin up / spin down) = 7.500 / 7.501 eV
Net charge = +1
ΔE to the lowest compared entry with this formula, charge and spin = 61.17 kcal/mol
M = 181.20 g mol⁻¹
Total energy = -801.750770 Eh

Atoms and positions in Å:
1 C -2.636 3.274 -0.749
2 C -0.433 -0.108 0.174
3 C -1.341 2.999 -0.446
4 C -3.825 1.584 -2.154
5 C 0.994 1.480 0.643
6 C -4.267 0.750 -3.224
7 C 2.792 -0.943 0.914
8 C 0.860 -2.195 1.928
9 C 1.460 -0.852 1.654
10 N -3.380 2.337 -1.416
11 N 0.656 0.091 0.870
12 P -0.286 1.503 -0.701
13 H -3.117 4.219 -0.544
14 H -0.856 -1.149 0.314
15 H 0.813 2.147 1.511
16 H 2.063 1.542 0.425
17 H -5.427 0.577 -3.201
18 H -3.840 -0.300 -3.022
19 H -3.972 1.077 -4.221
20 H 3.387 -1.766 1.144
21 H 2.347 -1.005 -0.151
22 H 3.346 -0.084 0.796
23 H 0.004 -1.981 2.606
24 H 1.627 -2.735 2.493
25 H 0.485 -2.837 1.133
26 H 1.534 -0.331 2.617

Cartesian forces (eV/Å) of the 2 atoms listed first:
2.3 -0.2 0.9
0.5 -1.3 1.3

=====

[2]
Molecular formula: C6H5FNP
Method: DFT, ωB97M-V/def2-TZVPD

Calculated values
SMILES = N#P(F)c1ccccc1
Largest force on an atom = 5.39 eV/Å
Gap between HOMO and LUMO (spin up / spin down) = 9.046 / 9.047 eV
Net charge = 0
ΔE to the lowest compared entry with this formula, charge and spin = 21.01 kcal/mol
M = 141.09 g mol⁻¹
Total energy = -727.491765 Eh

Atoms and positions in Å:
1 N -2.674 -0.961 -3.530
2 P -1.407 -0.139 -3.379
3 F -0.131 0.774 -4.397
4 C -0.767 -0.107 -1.783
5 C 0.484 0.473 -1.854
6 C 1.152 0.514 -0.635
7 C 0.401 0.045 0.507
8 C -0.866 -0.638 0.370
9 C -1.502 -0.676 -0.791
10 H 0.872 0.784 -2.815
11 H 1.962 1.208 -0.609
12 H 0.751 0.255 1.560
13 H -1.202 -0.994 1.361
14 H -2.431 -1.173 -0.993

Cartesian forces (eV/Å) of the 2 atoms listed first:
1.5 1.3 -1.0
-1.4 -0.5 -2.8

=====

[3]
Molecular formula: C2H7BBr2ClS
Method: DFT, ωB97M-V/def2-TZVPD

Calculated values
Largest force on an atom = 2.17 eV/Å
Gap between HOMO and LUMO = 6.690 eV
Net charge = -1
M = 269.22 g mol⁻¹
Total energy = -6111.764041 Eh

Atoms and positions in Å:
1 S 1.606 -1.180 2.616
2 B 1.741 -1.569 0.783
3 Cl 3.563 -1.926 0.449
4 H 0.761 -0.085 2.871
5 H 1.159 -2.570 0.488
6 H 1.450 -0.655 0.066
7 Br -2.625 2.627 -0.155
8 C -0.999 1.657 -0.626
9 C -1.318 0.386 -1.378
10 Br -1.963 -1.005 -0.172
11 H -0.448 1.486 0.302
12 H -0.431 2.346 -1.259
13 H -0.415 -0.029 -1.834
14 H -2.082 0.518 -2.150

Cartesian forces (eV/Å) of the 2 atoms listed first:
-0.7 1.0 1.8
-0.3 0.1 -0.9

=====

[4]
Molecular formula: C36H103N9O11
Method: DFT, ωB97M-V/def2-TZVPD

Calculated values
SMILES = COC[C@H](C)N.COC[C@H](C)N.COC[C@H](C)N.COC[C@H](C)N.COC[C@H](C)N.COC[C@H](C)N.COC[C@H](C)N.COC[C@H](C)N.COC[C@H](C)N.O.O
Largest force on an atom = 2.86 eV/Å
Gap between HOMO and LUMO = 9.120 eV
Net charge = 0
ΔE to the lowest compared entry with this formula, charge and spin = 88.12 kcal/mol
M = 838.27 g mol⁻¹
Total energy = -2753.523954 Eh

Atoms and positions in Å:
1 C -9.912 -1.402 -7.382
2 O -9.010 -0.411 -6.856
3 C -9.136 -0.082 -5.471
4 C -7.980 0.837 -4.959
5 C -7.940 1.124 -3.399
6 N -7.960 2.127 -5.653
7 H -9.900 -2.318 -6.792
8 H -9.943 -1.575 -8.458
9 H -10.918 -0.996 -7.278
10 H -10.102 0.409 -5.349
11 H -9.117 -1.038 -4.948
12 H -7.076 0.282 -5.209
13 H -8.872 1.637 -3.165
14 H -7.128 1.812 -3.161
15 H -7.811 0.330 -2.664
16 H -8.708 2.670 -5.246
17 H -8.187 1.970 -6.625
18 C 5.448 -0.783 6.894
19 O 6.213 -1.951 6.973
20 C 7.592 -1.913 7.197
21 C 8.086 -3.353 7.488
22 C 7.472 -3.942 8.774
23 N 9.531 -3.281 7.688
24 H 4.398 -1.070 6.840
25 H 5.624 -0.106 6.058
26 H 5.463 -0.260 7.851
27 H 8.175 -1.530 6.360
28 H 7.763 -1.295 8.078
29 H 7.974 -4.013 6.628
30 H 7.987 -4.898 8.869
31 H 6.389 -4.064 8.813
32 H 7.823 -3.362 9.628
33 H 9.977 -2.865 6.882
34 H 9.914 -4.212 7.768
35 C -7.429 -5.921 -5.039
36 O -6.585 -6.672 -4.244
37 C -6.204 -5.972 -3.028
38 C -5.373 -6.948 -2.208
39 C -4.758 -6.268 -0.971
40 N -4.231 -7.443 -2.988
41 H -8.382 -5.915 -4.509
42 H -7.661 -6.510 -5.926
43 H -7.281 -4.848 -5.162
44 H -5.581 -5.090 -3.176
45 H -7.042 -5.762 -2.364
46 H -5.780 -7.935 -1.992
47 H -5.525 -5.773 -0.376
48 H -4.035 -5.490 -1.217
49 H -4.294 -6.959 -0.267
50 H -3.767 -6.747 -3.554
51 H -4.663 -7.938 -3.754
52 C -2.481 -0.397 -1.179
53 O -1.149 0.007 -0.907
54 C -0.746 -0.341 0.420
55 C 0.648 0.354 0.623
56 C 1.266 0.022 1.984
57 N 0.461 1.778 0.607
58 H -2.846 -0.165 -2.180
59 H -3.193 0.118 -0.534
60 H -2.651 -1.466 -1.046
61 H -1.433 -0.192 1.253
62 H -0.588 -1.417 0.363
63 H 1.351 0.158 -0.187
64 H 2.278 0.413 2.085
65 H 1.322 -1.065 2.050
66 H 0.757 0.396 2.872
67 H 0.002 2.171 1.417
68 H -0.116 1.920 -0.209
69 C -0.549 4.793 3.957
70 O -1.713 4.546 3.185
71 C -2.195 5.800 2.534
72 C -3.659 5.621 2.055
73 C -3.886 4.761 0.796
74 N -4.214 6.932 1.712
75 H 0.202 5.213 3.287
76 H -0.235 3.840 4.380
77 H -0.772 5.534 4.725
78 H -2.156 6.647 3.219
79 H -1.583 6.092 1.680
80 H -4.236 5.123 2.834
81 H -3.472 3.758 0.894
82 H -3.411 5.136 -0.111
83 H -4.931 4.622 0.523
84 H -4.350 7.438 2.576
85 H -5.141 6.672 1.406
86 C 2.467 6.640 -1.207
87 O 3.450 6.730 -0.210
88 C 4.474 5.661 -0.368
89 C 5.207 5.403 0.942
90 C 6.466 4.525 0.831
91 N 4.329 4.748 1.874
92 H 1.805 7.506 -1.220
93 H 1.839 5.786 -0.955
94 H 2.944 6.537 -2.182
95 H 3.993 4.780 -0.793
96 H 5.129 6.114 -1.113
97 H 5.487 6.372 1.355
98 H 6.983 4.203 1.735
99 H 7.204 5.059 0.231
100 H 6.236 3.644 0.232
101 H 3.538 5.375 1.869
102 H 4.064 3.862 1.467
103 C -7.149 -0.436 2.878
104 O -5.899 -1.051 2.598
105 C -5.180 -1.717 3.585
106 C -4.944 -1.009 4.961
107 C -4.320 0.396 4.832
108 N -4.025 -1.789 5.800
109 H -7.531 -0.247 1.875
110 H -6.992 0.440 3.507
111 H -7.746 -1.227 3.332
112 H -5.723 -2.637 3.802
113 H -4.219 -2.007 3.160
114 H -5.862 -0.906 5.540
115 H -3.284 0.265 4.522
116 H -4.106 0.939 5.752
117 H -4.688 1.029 4.025
118 H -3.317 -2.184 5.198
119 H -4.520 -2.628 6.065
120 C 2.722 2.670 -4.638
121 O 2.160 3.732 -5.363
122 C 2.909 4.012 -6.545
123 C 2.061 4.635 -7.661
124 C 0.982 3.742 -8.182
125 N 3.018 5.050 -8.689
126 H 2.837 1.769 -5.242
127 H 2.137 2.426 -3.751
128 H 3.672 2.957 -4.187
129 H 3.676 4.723 -6.236
130 H 3.339 3.124 -7.007
131 H 1.599 5.534 -7.253
132 H 0.407 3.213 -7.422
133 H 1.390 2.915 -8.764
134 H 0.253 4.246 -8.816
135 H 2.533 5.551 -9.420
136 H 3.634 5.769 -8.337
137 C 7.393 -2.677 1.887
138 O 8.623 -3.360 1.715
139 C 8.649 -4.105 0.537
140 C 10.121 -4.577 0.348
141 C 10.342 -5.447 -0.814
142 N 10.606 -5.342 1.531
143 H 7.432 -1.783 2.508
144 H 6.713 -3.410 2.321
145 H 6.951 -2.228 0.997
146 H 7.988 -4.962 0.665
147 H 8.288 -3.488 -0.285
148 H 10.749 -3.704 0.167
149 H 10.113 -5.012 -1.787
150 H 9.684 -6.301 -0.657
151 H 11.418 -5.610 -0.872
152 H 10.507 -4.726 2.325
153 H 9.992 -6.137 1.641
154 O -1.060 -2.777 -4.248
155 H -1.876 -2.658 -4.733
156 H -1.007 -2.011 -3.676
157 O -0.679 -4.085 3.783
158 H 0.168 -3.941 4.206
159 H -0.673 -5.012 3.545

Cartesian forces (eV/Å) of the 2 atoms listed first:
-1.2 1.2 1.4
0.9 0.0 -1.2